# 1
C5H9NOS | ωB97M-V/def2-TZVPD

Each line ends with the Mulliken spin population.
Cartesian coordinates (Å):
C -0.167 1.530 -2.325  0.092
C 0.110 0.333 1.156  0.733
C -0.913 0.473 -3.153  0.001
C 0.415 -1.034 0.702  -0.025
C 0.160 0.992 2.475  -0.005
N -0.013 0.970 -1.104  -0.028
O 0.006 1.280 0.196  0.056
S 0.413 2.876 -3.247  0.998
H -1.050 0.880 -4.218  0.003
H -1.909 0.419 -2.685  0.015
H -0.475 -0.404 -2.975  0.005
H -0.499 -1.313 0.126  0.048
H 0.774 -1.577 1.504  0.001
H 1.270 -0.912 0.034  0.043
H -0.107 1.967 2.146  -0.001
H 1.157 0.928 2.893  0.040
H -0.551 0.416 2.996  0.023

The value obtained for the energy above the lowest of the compared OMol25 structures with the same formula, charge and spin is 57.63 kcal per mole. For the highest occupied orbital energy (spin up / spin down), the calculation gives -6.0 / -8.3 eV. The multiplicity is 3. The calculation puts the LUMO energy (spin up / spin down) at 0.84 / -2.59 eV.

=====

# 2
C5H9NS | ωB97M-V/def2-TZVPD

Each line ends with the natural charge from an NBO analysis.
Cartesian coordinates (Å):
C -0.587 -1.511 -1.663  -0.440
C -0.203 -0.705 -0.676  -0.142
S 1.378 -0.705 0.164  0.238
C 0.826 0.657 1.207  -0.546
C -0.631 0.473 1.403  -0.416
C -1.141 0.367 -0.042  -0.089
N -0.867 1.713 -0.616  -0.861
H -1.561 -1.386 -2.115  0.203
H 0.099 -2.282 -2.099  0.211
H 1.532 0.662 2.100  0.233
H 0.898 1.567 0.607  0.253
H -1.082 1.331 1.948  0.212
H -0.962 -0.422 1.901  0.214
H -2.132 0.056 -0.118  0.191
H -1.585 2.414 -0.319  0.370
H -0.770 1.657 -1.599  0.370

The value obtained for the energy above the lowest of the compared OMol25 structures with the same formula, charge and spin is 17.24 kcal per mole. The SMILES is C=C1SCC[C@H]1N. For the highest occupied orbital energy, the calculation gives -8.1 eV. The multiplicity is 1. The calculation puts the LUMO energy at 0.97 eV.

=====

- Look up the multiplicity of the second one.
  1